12 unconnected molecules or ions with the total composition C57H147N9O21 at a distorted geometry. Source: OMol25; level of theory: ωB97M-V/def2-TZVPD.

```
234
Properties=species:S:1:pos:R:3
C -0.591 0.904 2.487
O -0.121 1.193 1.190
C 0.578 2.432 1.060
C 1.160 2.576 -0.323
N 0.199 2.625 -1.386
C -0.417 3.943 -1.525
C -1.639 3.866 -2.480
O -2.767 3.272 -1.853
C -3.792 2.887 -2.788
H -0.877 1.785 3.063
H 0.137 0.408 3.129
H -1.483 0.284 2.396
H 1.387 2.565 1.778
H -0.097 3.242 1.337
H 1.793 1.713 -0.531
H 1.652 3.549 -0.319
H -0.545 2.005 -1.098
H 0.301 4.616 -1.992
H -0.769 4.411 -0.606
H -1.325 3.242 -3.317
H -1.857 4.849 -2.897
H -4.543 2.241 -2.335
H -3.446 2.369 -3.683
H -4.379 3.744 -3.119
C -9.136 -3.215 6.135
O -10.380 -3.412 5.470
C -11.365 -2.487 5.847
C -12.561 -2.783 4.878
N -13.850 -2.276 5.374
C -14.910 -2.523 4.373
C -16.222 -1.888 4.819
O -16.704 -2.534 6.004
C -17.829 -2.000 6.592
H -8.875 -2.166 5.993
H -8.427 -3.968 5.793
H -9.287 -3.323 7.209
H -11.100 -1.433 5.762
H -11.691 -2.618 6.879
H -12.630 -3.852 4.674
H -12.353 -2.296 3.925
H -14.084 -2.715 6.253
H -15.066 -3.597 4.264
H -14.550 -2.160 3.411
H -16.924 -1.981 3.991
H -16.112 -0.828 5.052
H -17.984 -2.430 7.581
H -18.753 -2.149 6.032
H -17.746 -0.919 6.707
C -10.234 5.715 -7.468
O -9.415 5.074 -8.417
C -9.829 5.194 -9.779
C -8.787 4.495 -10.662
N -7.472 5.124 -10.575
C -6.521 4.235 -11.301
C -5.128 4.868 -11.350
O -4.543 4.623 -10.088
C -3.157 4.956 -9.891
H -10.629 6.637 -7.894
H -9.722 5.926 -6.529
H -11.153 5.159 -7.280
H -10.173 6.191 -10.053
H -10.737 4.604 -9.903
H -9.106 4.579 -11.701
H -8.796 3.461 -10.316
H -7.211 5.172 -9.601
H -6.742 4.106 -12.360
H -6.433 3.259 -10.823
H -5.170 5.939 -11.549
H -4.549 4.415 -12.155
H -2.879 4.815 -8.847
H -2.876 5.958 -10.217
H -2.545 4.265 -10.471
C 13.528 1.326 10.750
O 13.077 1.218 9.411
C 12.736 -0.161 9.127
C 12.197 -0.083 7.660
N 10.864 0.475 7.542
C 10.666 0.752 6.145
C 9.335 1.531 5.955
O 8.976 1.814 4.590
C 9.738 2.761 3.930
H 13.769 2.350 11.037
H 14.466 0.775 10.816
H 12.863 0.934 11.520
H 12.020 -0.568 9.842
H 13.602 -0.815 9.227
H 12.223 -1.100 7.268
H 12.969 0.396 7.058
H 10.857 1.237 8.205
H 10.606 -0.126 5.502
H 11.527 1.290 5.746
H 9.275 2.440 6.553
H 8.515 0.923 6.337
H 9.909 3.709 4.440
H 9.301 2.955 2.950
H 10.771 2.460 3.753
C -9.808 7.652 2.291
O -8.940 6.556 2.659
C -7.549 6.933 2.521
C -6.677 5.833 3.056
N -6.683 5.604 4.488
C -5.834 4.496 4.999
C -5.985 4.319 6.517
O -7.255 3.843 6.904
C -7.382 3.399 8.270
H -10.822 7.418 2.615
H -9.753 7.860 1.223
H -9.499 8.596 2.740
H -7.326 7.850 3.066
H -7.276 7.121 1.483
H -5.652 5.938 2.702
H -6.882 4.943 2.461
H -7.653 5.415 4.697
H -4.777 4.658 4.786
H -6.111 3.536 4.563
H -5.842 5.258 7.050
H -5.233 3.612 6.868
H -6.601 2.711 8.595
H -8.335 2.899 8.442
H -7.272 4.292 8.885
C 2.680 7.834 5.507
O 3.140 8.270 4.238
C 4.206 9.168 4.333
C 4.519 9.726 2.899
N 3.366 10.460 2.351
C 3.490 10.785 0.945
C 2.083 11.279 0.460
O 1.110 10.164 0.655
C -0.126 10.586 0.148
H 1.735 7.291 5.468
H 2.513 8.674 6.181
H 3.404 7.199 6.018
H 5.094 8.671 4.723
H 3.959 10.031 4.951
H 4.733 8.927 2.189
H 5.318 10.466 2.956
H 2.577 9.839 2.461
H 3.758 9.884 0.395
H 4.250 11.555 0.815
H 2.120 11.516 -0.603
H 1.710 12.128 1.035
H -0.588 11.499 0.524
H -0.819 9.769 0.347
H 0.009 10.707 -0.927
C 0.781 -1.534 -10.849
O -0.104 -1.683 -9.691
C -1.458 -1.995 -9.891
C -2.126 -2.074 -8.603
N -1.662 -3.279 -7.867
C -2.342 -3.350 -6.618
C -1.694 -4.407 -5.658
O -0.352 -4.060 -5.373
C -0.190 -3.103 -4.361
H 0.548 -0.631 -11.413
H 0.731 -2.480 -11.388
H 1.805 -1.480 -10.479
H -1.604 -2.950 -10.396
H -1.952 -1.214 -10.470
H -3.176 -2.269 -8.818
H -2.021 -1.094 -8.135
H -0.680 -3.212 -7.638
H -3.380 -3.676 -6.690
H -2.364 -2.357 -6.170
H -1.637 -5.433 -6.022
H -2.339 -4.477 -4.782
H -0.526 -3.535 -3.418
H -0.758 -2.187 -4.520
H 0.824 -2.717 -4.259
C 9.370 -4.340 -3.323
O 10.212 -5.437 -3.754
C 10.364 -5.637 -5.150
C 11.229 -6.912 -5.190
N 11.409 -7.411 -6.557
C 12.222 -8.624 -6.586
C 11.603 -9.899 -5.938
O 10.282 -10.227 -6.381
C 9.806 -11.539 -6.081
H 8.320 -4.449 -3.592
H 9.753 -3.476 -3.867
H 9.498 -4.088 -2.270
H 10.910 -4.801 -5.587
H 9.475 -5.867 -5.737
H 10.685 -7.645 -4.593
H 12.183 -6.721 -4.697
H 10.551 -7.612 -7.051
H 13.158 -8.392 -6.078
H 12.451 -8.876 -7.621
H 11.676 -9.949 -4.852
H 12.304 -10.684 -6.224
H 10.552 -12.162 -6.576
H 8.750 -11.665 -6.319
H 9.904 -11.729 -5.012
C 5.236 -7.013 3.133
O 5.651 -8.345 2.651
C 5.493 -8.603 1.236
C 6.249 -9.867 0.822
N 5.693 -11.164 1.259
C 5.784 -11.427 2.720
C 5.841 -12.920 3.040
O 6.923 -13.500 2.364
C 6.861 -14.904 2.431
H 4.147 -7.029 3.194
H 5.651 -6.283 2.438
H 5.688 -6.855 4.111
H 5.969 -7.808 0.661
H 4.430 -8.678 1.009
H 7.327 -9.944 0.960
H 6.212 -9.886 -0.267
H 5.981 -11.929 0.666
H 4.943 -10.922 3.194
H 6.681 -10.937 3.099
H 4.848 -13.299 2.799
H 6.039 -13.079 4.100
H 7.723 -15.283 1.882
H 5.988 -15.283 1.899
H 6.939 -15.283 3.451
C -6.092 -1.954 0.105
O -6.788 -2.797 -0.883
H -6.737 -1.804 0.970
H -5.180 -2.442 0.450
H -5.783 -0.983 -0.282
H -7.202 -3.576 -0.505
C 4.341 0.388 -6.518
O 4.530 1.478 -5.735
H 4.641 -0.495 -5.953
H 3.319 0.444 -6.891
H 5.083 0.442 -7.315
H 3.796 1.450 -5.116
C -0.118 1.271 12.204
O 0.238 0.500 11.045
H -1.164 1.126 12.474
H 0.467 1.017 13.089
H -0.084 2.353 12.080
H 0.350 -0.443 11.184
```

Properties
E_tot: -117883.0412 eV
SMILES string: COCCNCCOC.COCCNCCOC.COCCNCCOC.COCCNCCOC.COCCNCCOC.COCCNCCOC.COCCNCCOC.COCCNCCOC.COCCNCCOC.CO.CO.CO
LUMO: 0.4 eV
E_HOMO: -0.3001 Ha
Energy above the lowest of the compared OMol25 structures with the same formula, charge and spin: 145.8 kcal/mol
Gap between HOMO and LUMO: 8.5 eV

---

8 unconnected molecules or ions with the total composition C49H99Cl2FO11P at a distorted geometry. Source: OMol25; level of theory: ωB97M-V/def2-TZVPD.

```
163
Properties=species:S:1:pos:R:3
C -1.383 5.866 6.629
O -1.422 6.770 5.526
C -0.287 6.540 4.684
C -0.477 5.296 3.730
C -1.795 5.425 2.879
C -1.541 6.042 1.455
C -2.893 6.610 0.907
C -3.579 5.515 -0.003
C -3.014 5.504 -1.459
C -3.234 4.102 -2.130
C -2.383 2.989 -1.357
C -1.363 2.393 -2.390
C -0.445 1.252 -1.793
C -0.312 0.080 -2.844
P 1.441 -0.660 -3.043
O 0.743 -2.228 -2.596
C 1.077 -2.584 -1.271
C -0.070 -3.000 -0.280
Cl -1.538 -3.366 -1.340
C -0.479 -1.862 0.741
C 0.061 -2.322 2.154
Cl -2.279 -1.643 0.987
C 2.220 -1.588 -0.781
F 2.406 -1.374 0.594
C 3.546 -2.359 -1.167
C 4.823 -1.499 -0.871
C 6.060 -2.275 -1.406
O 7.247 -2.008 -0.626
O 1.978 -0.377 -1.412
H -1.311 4.821 6.250
H -0.536 6.137 7.302
H -2.324 5.916 7.220
H 0.562 6.271 5.363
H -0.057 7.440 4.074
H -0.539 4.363 4.328
H 0.436 5.231 3.091
H -2.529 6.067 3.415
H -2.274 4.419 2.802
H -1.077 5.298 0.764
H -0.803 6.874 1.581
H -2.742 7.550 0.331
H -3.618 6.838 1.722
H -4.679 5.717 0.008
H -3.444 4.544 0.532
H -3.642 6.228 -2.042
H -1.962 5.851 -1.541
H -4.324 3.871 -2.127
H -2.912 4.092 -3.199
H -1.869 3.523 -0.521
H -3.106 2.243 -0.963
H -1.949 2.082 -3.281
H -0.684 3.231 -2.692
H -0.960 0.818 -0.899
H 0.524 1.731 -1.538
H -0.583 0.502 -3.847
H -1.057 -0.732 -2.666
H 1.075 -0.919 -4.441
H 1.990 0.595 -3.545
H 2.722 -1.219 -3.450
H 1.641 -3.547 -1.406
H 0.183 -3.946 0.231
H -0.028 -0.874 0.520
H -0.492 -3.270 2.376
H 1.135 -2.598 2.115
H -0.131 -1.558 2.933
H 3.598 -3.230 -0.466
H 3.515 -2.774 -2.193
H 4.724 -0.492 -1.329
H 4.943 -1.365 0.230
H 6.287 -2.064 -2.481
H 5.829 -3.371 -1.338
H 7.970 -2.462 -1.064
C -3.457 -0.291 4.016
C -4.210 0.376 5.153
C -3.498 1.714 5.260
O -3.036 2.040 3.946
C -3.167 0.885 3.102
H -4.018 -1.084 3.523
H -2.520 -0.717 4.388
H -5.255 0.530 4.867
H -4.192 -0.190 6.085
H -2.624 1.648 5.919
H -4.150 2.510 5.627
H -3.998 1.065 2.410
H -2.256 0.751 2.520
C 4.000 -4.942 3.560
C 4.663 -6.088 2.819
C 3.948 -6.052 1.480
O 3.590 -4.686 1.241
C 3.784 -3.933 2.446
H 4.596 -4.546 4.382
H 3.036 -5.268 3.962
H 5.727 -5.874 2.681
H 4.572 -7.051 3.323
H 3.026 -6.643 1.504
H 4.571 -6.414 0.660
H 4.665 -3.297 2.308
H 2.920 -3.292 2.620
C -3.518 4.907 -7.500
C -4.696 4.033 -7.112
C -4.106 3.190 -5.996
O -3.112 3.996 -5.353
C -2.857 5.154 -6.155
H -3.803 5.829 -8.009
H -2.841 4.350 -8.153
H -5.508 4.654 -6.723
H -5.090 3.434 -7.934
H -3.612 2.296 -6.390
H -4.853 2.878 -5.263
H -3.298 6.020 -5.648
H -1.780 5.311 -6.237
C -4.237 -6.321 -2.102
C -5.412 -7.184 -1.676
C -4.855 -7.890 -0.453
O -3.910 -6.997 0.146
C -3.642 -5.917 -0.765
H -4.518 -5.466 -2.716
H -3.518 -6.924 -2.664
H -6.255 -6.547 -1.390
H -5.753 -7.875 -2.447
H -4.324 -8.806 -0.732
H -5.630 -8.145 0.274
H -4.125 -5.016 -0.371
H -2.571 -5.739 -0.818
C 2.766 6.478 0.156
C 3.630 5.323 -0.321
C 2.602 4.408 -0.963
O 1.562 5.253 -1.473
C 1.735 6.574 -0.955
H 3.317 7.408 0.307
H 2.277 6.213 1.099
H 4.340 5.677 -1.074
H 4.194 4.837 0.475
H 2.156 3.730 -0.227
H 3.019 3.810 -1.776
H 2.089 7.213 -1.773
H 0.774 6.959 -0.606
C 7.495 4.287 2.999
C 7.994 3.149 2.128
C 7.172 3.336 0.866
O 6.909 4.742 0.749
C 7.268 5.387 1.976
H 8.190 4.577 3.787
H 6.545 4.009 3.466
H 9.057 3.289 1.907
H 7.867 2.164 2.576
H 6.210 2.818 0.938
H 7.688 2.986 -0.028
H 8.184 5.961 1.801
H 6.476 6.079 2.271
C -1.555 -12.622 -1.992
C -2.218 -12.752 -0.634
C -3.018 -11.464 -0.552
O -3.382 -11.117 -1.896
C -2.638 -11.937 -2.805
H -1.239 -13.573 -2.421
H -0.677 -11.973 -1.916
H -2.893 -13.613 -0.630
H -1.514 -12.868 0.190
H -2.414 -10.646 -0.146
H -3.918 -11.566 0.057
H -3.327 -12.668 -3.243
H -2.233 -11.317 -3.607
```

Properties
E_tot: -111987.4816 eV
Total charge: -1
LUMO: 2.2 eV
E_HOMO: -0.1515 Ha
Gap between HOMO and LUMO: 6.3 eV

---

The highest E_tot belongs to which entry?
C49H99Cl2FO11P

---

Which formula does entry 1 have?
C57H147N9O21

---

Among the records above, which one has the highest E_tot?
C49H99Cl2FO11P